# C51H110O5

A cluster of 5 separate species, C51H110O5 in total (ωB97M-V/def2-TZVPD, the OMol25 dataset).

Each line ends with the Löwdin charge.
Geometry (Å):
H -3.829073 -0.011708 -2.739032  0.086
H -4.871959 0.018596 -4.832233  0.071
H -3.253608 -4.051812 -1.048429  0.130
H -11.336946 -3.015864 -6.809479  0.100
H 9.173699 2.157943 2.450464  0.073
H -2.042263 0.599967 -1.159515  0.100
C 5.105727 2.021930 3.127646  -0.227
H -6.095699 -1.139226 -4.280612  0.055
C 6.069109 7.205776 -2.931492  -0.271
C -3.152307 -2.210456 8.591682  -0.110
H 7.189349 4.306034 -1.808467  0.071
H -1.104397 -4.627187 -1.113012  0.088
C -2.208301 -1.753992 1.379432  -0.264
H 8.053473 1.160681 1.516114  0.067
C 4.101796 0.909291 -2.146832  -0.198
H 2.272250 -0.168052 -2.463267  0.113
H 0.275325 2.669595 0.389727  0.103
H 4.388403 3.949408 3.723390  0.105
H 7.176442 -3.100609 -1.515670  0.108
H 6.973829 7.026458 -2.344021  0.098
C -1.322777 2.690785 -1.024698  -0.188
H -9.369008 -4.010938 -9.866372  0.075
H -2.996027 1.408932 4.092455  0.113
H 4.289796 6.164942 -3.538745  0.110
H -2.036707 -3.550078 4.345298  0.061
H 7.208120 -1.306814 0.911472  0.079
H 4.499097 8.698714 -3.041911  0.074
C 4.643292 2.799807 5.512635  -0.109
H -8.160904 -2.506038 -6.187649  0.097
H 5.961578 -4.048751 0.663463  0.069
H -10.448903 -0.781583 -7.267394  0.110
C 5.760047 5.285420 -0.488795  -0.257
C -8.886868 -1.691958 -6.105685  -0.278
C 6.086624 0.901369 3.480526  -0.219
H 6.017431 0.126885 2.707641  0.090
C -3.282110 -3.036096 -0.625053  -0.160
H 5.331850 2.083830 5.964634  0.065
H -5.168584 -1.010265 -2.227657  0.104
C 0.087920 -1.126009 1.337030  -0.198
H -9.005750 -1.840856 -3.950534  0.062
H 0.848158 -1.075208 0.543111  0.113
C -9.678866 -1.841054 -4.810268  -0.110
O -0.795863 2.287167 3.631667  0.154
H 3.512219 -1.116698 -0.368393  0.094
H 7.393281 3.923462 -0.101811  0.058
H -10.241403 -2.775710 -4.785446  0.066
H -8.314291 -5.132697 -9.001983  0.068
H 4.010332 6.360154 -1.115152  0.103
H 4.345751 1.967142 -2.314679  0.090
H -9.250131 -4.392480 -6.825358  0.098
H 6.060174 3.200087 -1.006583  0.054
H -1.569929 3.602029 -0.473636  0.115
H 2.386330 0.652691 -0.870049  0.092
C 5.384379 8.477995 -2.441576  -0.113
H 6.063245 9.329143 -2.518175  0.068
H -3.300454 -0.430018 2.700691  0.094
H 0.276432 -2.083759 1.840767  0.133
C 0.391071 0.065064 2.260660  -0.127
H 5.010786 -2.018258 -2.274361  0.110
H -10.501193 -5.014449 -7.877589  0.104
H -4.263643 -1.087698 6.298990  0.112
H -3.368790 -3.499340 1.431378  0.130
H -5.098402 -3.018390 5.061770  0.108
H -3.857046 -1.413387 8.838135  0.076
C 0.106443 2.275587 -0.620473  -0.204
C 2.589535 0.741316 -1.943009  -0.200
C -2.539815 -1.985760 7.212702  -0.267
H -1.784776 -2.037457 2.352586  0.118
C 5.081624 3.195046 4.106018  -0.267
O -2.289419 1.045033 4.648136  0.061
C -2.776954 -4.352221 4.304623  -0.099
H -5.021469 -3.367132 6.771111  0.101
C 6.368513 -3.271437 1.319084  -0.107
H 3.645502 2.355482 5.498218  0.072
H 0.963158 1.524835 -3.214167  0.108
H 4.099343 1.593049 3.063059  0.104
C -5.024967 -0.959797 -4.374865  -0.082
C 5.159823 5.978249 -2.900560  -0.228
C 6.763895 -2.222218 -1.005432  -0.217
H 4.483163 0.369264 -3.021302  0.111
H 5.516445 -2.758708 1.774062  0.062
C 6.650739 4.110636 -0.879538  -0.095
H -3.242633 1.860496 -1.453156  0.106
H -10.380798 -1.013683 -4.686283  0.076
C -8.834428 -4.176066 -8.928456  -0.113
C -2.917192 1.469365 0.608996  -0.167
H 5.286154 5.061029 0.471741  0.100
H -3.434363 -4.169933 3.451786  0.062
C -3.576465 -1.914941 6.093671  -0.231
H 2.445201 2.467007 -3.199695  0.099
C -4.361715 -0.936364 -2.968442  -0.222
O -1.521775 -4.027949 0.832250  -0.129
H -8.304249 -0.767690 -6.053322  0.100
H -4.279342 -1.564751 1.815100  0.116
H -11.184587 -2.737925 -8.526329  0.109
H 4.609984 3.676957 6.161015  0.070
C 4.661871 5.575704 -1.511428  -0.223
H -2.374025 -2.218109 9.356827  0.069
H -2.239762 -5.283912 4.120904  0.078
H 0.936690 3.842350 -1.901782  0.110
C 4.935864 0.452097 -0.934097  -0.206
C -9.800176 -4.185152 -7.747473  -0.272
H 4.785625 -3.036959 -0.868465  0.097
H 6.400585 7.363615 -3.961770  0.104
H -1.296195 2.927879 -2.097866  0.107
C 1.226779 2.865372 -1.499946  -0.212
H -8.076438 -3.397865 -8.824312  0.065
C -3.581698 -4.444166 5.597188  -0.261
H -0.773551 -0.934386 3.901534  0.102
H 5.688934 5.136006 -3.356794  0.100
H 6.937224 -3.758126 2.113662  0.067
H -4.350415 -2.804823 -0.478525  0.135
H -4.266975 -5.293260 5.520946  0.105
C -2.372066 1.590731 -0.836353  -0.212
H -3.502069 2.351289 0.882413  0.111
H 5.332109 2.403148 2.126480  0.087
C -10.603240 -2.892293 -7.611538  -0.231
O -1.163690 -1.097641 0.667627  -0.096
H -4.537185 -1.747144 -4.955327  0.069
H 5.078526 8.395470 -1.397267  0.065
H 0.273543 -4.520504 -0.049268  0.093
H -2.754219 -2.239524 -3.611998  0.126
H -4.817964 0.551165 0.955502  0.109
H -3.929979 -0.203094 -0.346323  0.075
H 0.231302 1.190274 -0.534606  0.095
C -1.114106 1.216653 3.949030  -0.548
H 8.251311 -2.687401 0.485766  0.100
H 7.594186 2.798929 2.007397  0.052
H 2.070852 3.076960 -0.824876  0.103
H -2.911716 -4.667130 6.431995  0.099
H -1.983860 -1.044023 7.226584  0.102
H -1.806478 -2.770689 7.004794  0.099
H -2.084464 1.349944 1.305284  0.084
H 7.239234 -1.362201 -1.495252  0.099
H -4.094718 -3.021219 -2.801334  0.121
H 4.029224 4.686736 -1.615091  0.093
C -3.436671 -0.866446 1.707729  -0.102
H 1.479405 0.062407 2.390342  0.114
C -4.400032 -3.187357 5.888693  -0.224
H -9.138406 -1.430283 -8.220958  0.101
C 5.246626 -2.100750 -1.206411  -0.206
H 6.375524 6.174458 -0.324485  0.100
H -3.678743 -3.164701 8.650013  0.065
H 0.555673 0.078525 4.401581  0.128
H 6.013027 0.474864 -1.138838  0.103
C 1.758300 1.896770 -2.559723  -0.199
C -3.820513 0.190675 0.661559  -0.164
H 7.657781 2.070670 4.417739  0.099
O -2.728335 -2.086525 -1.523887  -0.136
C -3.435362 -2.142799 -2.757040  -0.227
C 8.121835 1.896665 2.321160  -0.105
H 8.138910 0.466211 3.915885  0.105
H -3.067515 -1.654132 5.160772  0.078
C -0.258935 -0.000369 3.670576  -0.069
H 0.136212 1.024965 1.819385  0.078
C 7.546418 1.335456 3.616052  -0.261
H 4.768298 1.162085 -0.111209  0.097
C -2.602431 -3.112157 0.750035  -0.264
C 7.226141 -2.308229 0.466554  -0.249
C -9.769615 -1.636183 -7.351597  -0.230
H 6.062854 3.676227 4.148727  0.099
H 4.947491 -1.015584 0.620365  0.080
H 5.773582 0.421263 4.412582  0.103
C -0.666496 -4.025434 -0.301463  -0.091
C 4.594398 -0.957479 -0.415979  -0.204
H -0.467982 -3.030694 -0.708693  0.088

Atoms 1-2, force components in eV/Å:
H 0.04 -0.06 -0.29
H -0.09 -0.24 -0.32

Properties
Multiplicity ... 1



# C51H115F2N7O5S2

A cluster of 8 separate species, C51H115F2N7O5S2 in total (ωB97M-V/def2-TZVPD, the OMol25 dataset).

Each line ends with the Löwdin charge.
Geometry (Å):
H -4.015338 1.274775 -3.417863  0.133
H -1.955348 -4.006115 -3.167003  0.129
H 0.434802 -5.120845 -0.403733  0.128
H 7.496392 3.821055 4.458587  0.114
C 0.287132 -0.649425 -0.800473  -0.066
H -1.193198 0.514215 0.143567  0.077
H -4.398558 0.809555 -6.094073  0.099
C -1.835338 -0.908275 -4.660013  -0.162
H -0.683198 0.500955 -5.823373  0.128
H 8.000972 1.070565 1.100497  0.107
H -1.895278 3.526735 -6.639943  0.103
H -5.950338 -2.972585 1.390357  0.127
O 1.537122 0.852455 -4.400643  -0.330
H -2.300478 0.952245 -2.971003  0.121
H 0.144672 4.689805 2.230177  0.110
C 4.956852 -2.018665 5.665627  -0.112
N -5.751868 -1.342565 0.388897  -0.227
N 3.544422 -3.038895 3.824607  -0.201
H -7.945778 -1.810815 0.753477  0.143
C -7.304988 0.426635 1.173407  -0.117
C 6.479842 3.661745 4.098967  -0.129
H 2.446822 -3.989075 1.422127  0.087
C -0.686148 4.815415 -5.323353  -0.064
C 2.829342 -1.804975 4.411387  -0.104
C 6.065312 4.815435 3.079847  -0.113
C 3.085402 -2.527965 -0.048853  -0.069
H 1.230282 -6.475885 -2.728663  0.109
H 0.129362 -6.448745 -4.097863  0.119
F 5.231262 2.900675 -4.155393  -0.192
H -7.487528 -0.751945 -0.559023  0.124
H -1.233938 -3.094265 -2.124553  0.099
H -5.513078 4.837245 2.112357  0.082
C -1.188268 3.453145 -5.813623  -0.216
H -4.100148 2.516015 -5.791143  0.105
C -7.274798 -0.995905 0.481807  -0.036
H -5.883628 -3.243025 -0.885533  0.111
H -5.065818 -1.973645 5.171067  0.080
H -1.699858 -6.690295 -2.842083  0.125
H 0.584762 6.069865 0.426397  0.143
H -4.826348 -3.375585 4.184017  0.073
S 2.792572 0.266215 -3.951753  0.449
C 0.096142 5.370375 -0.251873  -0.127
C -4.720868 -2.290695 4.186907  -0.054
C 6.528522 2.410425 3.214307  -0.102
H -3.172428 3.893425 1.955857  0.094
H 1.231382 -0.461875 -0.289303  0.040
H 1.039232 -4.040625 -2.330033  0.095
C 3.839362 -2.706615 2.262757  -0.097
C -5.422418 -2.256785 -0.833233  0.026
H -2.014778 -5.554585 1.486707  0.107
H -3.445158 -1.222585 -2.999413  0.090
H 3.930302 2.756765 2.555707  0.100
C -3.085438 0.786165 -3.708813  -0.117
C -0.125118 -5.331135 2.353067  -0.102
H -1.316608 -0.601935 2.233377  0.061
H -1.816808 4.017515 -1.204343  0.118
H 7.343182 1.755745 3.523837  0.126
H 3.158392 0.671395 1.630107  0.058
H -0.937828 -0.942435 -4.042423  0.121
H -0.431518 -1.952125 1.798007  0.041
N 6.564012 2.795585 1.669517  -0.200
H 0.383332 -3.984355 -3.936753  0.120
H -1.012588 2.234885 -4.058153  0.105
H -3.487748 -5.365265 -1.971823  0.105
H -4.471128 5.837585 3.011707  0.091
H 4.560912 -3.466085 1.961647  0.130
H 1.747032 -4.142315 3.585737  0.065
C 3.422572 -1.669625 5.833617  -0.125
H -1.761058 2.592535 -0.092663  0.118
H -0.927658 -6.778795 0.893367  0.118
C -0.352898 3.875335 1.703717  0.047
C 0.186852 3.170785 -1.177263  -0.118
H -0.414208 -4.325925 2.659797  0.077
C 4.868102 -3.111935 4.582747  -0.106
C -4.631958 5.468755 1.998687  -0.101
H -1.051518 3.294445 2.305887  0.103
C -1.131568 -4.125245 -2.463233  -0.133
C -0.981158 -5.731025 1.189047  -0.236
H 2.723082 -4.711895 4.966107  0.116
H 5.861092 3.472075 4.976047  0.120
O 2.800882 -0.263105 -2.598273  -0.315
H 6.457172 5.744575 3.493667  0.116
H 5.711052 4.606565 0.880437  0.123
H 1.839622 1.701425 1.403027  0.053
C 6.468362 4.361505 1.625097  -0.016
H -2.649988 5.770635 -0.330623  0.124
C -5.291988 -2.136865 1.627557  -0.136
H 5.456422 -1.257565 5.066237  0.097
H -0.288198 4.817555 -4.308603  0.064
H 1.841432 4.188625 -0.329233  0.102
C 7.875412 2.152765 1.066057  0.035
C -2.954068 -5.389915 -1.021733  0.061
H 0.427132 3.156145 1.453897  0.072
H -6.578938 -1.614735 3.215957  0.110
H -5.639708 -1.714145 -1.753243  0.094
H 4.721652 -3.969105 5.239947  0.127
H -3.651918 -2.096495 4.099037  0.061
H 0.753592 2.339645 -0.757623  0.085
H 7.473762 4.672955 1.341787  0.133
H 5.515482 1.050425 1.162097  0.121
H 4.332262 -1.740915 2.150647  0.123
H -4.677028 0.092255 -0.718183  0.111
H -4.333278 -2.273785 -0.793433  0.064
S 3.762752 2.338105 -3.773563  0.566
H -0.010148 5.009565 -6.156083  0.094
C 0.262142 -4.464805 -2.965883  -0.119
H -3.144148 -4.536005 -0.371503  0.083
C -0.589378 -4.923675 -0.087083  -0.066
H -4.250578 -2.446915 1.541337  0.126
H -8.127368 1.107075 0.952527  0.125
H 5.048502 5.069855 3.378967  0.103
H -5.200528 -0.511555 3.001167  0.104
H 7.900802 2.430395 0.012307  0.106
H 8.772732 2.592315 1.501607  0.109
O 3.857232 2.228665 -2.299133  -0.342
H 3.338852 -5.040295 3.320357  0.122
H -0.846298 -3.886985 0.130567  0.115
H -3.187358 1.624265 -7.128053  0.107
H 0.395312 0.053075 -1.626843  0.049
H 5.562312 -2.183265 6.556927  0.133
H 5.616412 1.855945 3.435007  0.100
H 0.104472 2.831585 -2.209863  0.101
C -4.984448 -0.041855 0.318937  -0.106
C -3.541908 4.724445 1.355037  -0.246
H -1.484048 5.557985 -5.329953  0.081
H -0.421708 -6.002445 3.158967  0.099
C -1.828738 2.638295 -4.657543  -0.127
H -5.682438 1.811575 1.417037  0.106
C 2.643002 -2.918655 1.360317  -0.235
H 0.403792 -1.641665 -1.236303  0.052
C 0.286162 -6.067275 -3.088903  -0.086
C -2.310868 5.459725 0.657517  -0.016
O 2.951682 3.393605 -4.306763  -0.269
H 3.828232 -3.271635 -0.337433  0.095
C 0.995572 4.439325 -0.969363  -0.139
C -5.511208 -1.556345 3.004667  -0.196
H -0.430198 6.069185 -0.902053  0.139
H 1.394892 4.924715 -1.859883  0.136
H 5.515072 2.276025 -0.140923  0.129
C 3.983482 2.568265 1.483457  -0.205
H -0.460728 2.899715 -6.407353  0.117
H 2.885042 1.531705 0.008647  0.069
H -0.765178 -7.362625 -1.568053  0.136
C 2.756812 -4.355135 3.936697  0.042
C -1.696188 0.133635 -5.658993  -0.083
N 3.990402 0.912515 -4.580093  -0.224
H 0.387572 -0.468515 1.940957  0.046
H -4.193488 -0.017135 1.068517  0.119
N -1.435298 -5.195545 -1.409203  -0.204
C -3.216198 -0.713825 -3.935813  -0.118
H -6.040938 1.688285 -0.230113  0.108
C -0.530158 -0.897925 1.539117  -0.086
C -0.948078 -0.547545 0.117657  -0.650
C -1.210298 3.435115 -0.510773  -0.082
H 0.912582 -5.456655 2.044007  0.065
H 5.695662 -3.160035 3.874987  0.136
H 1.824832 -2.313275 1.750477  0.088
H 2.973092 -2.504175 6.371747  0.114
H -2.123008 -0.209315 -6.601503  0.136
H 3.285442 -0.718285 6.347677  0.125
H -1.960028 -1.844955 -5.203323  0.123
H -3.053678 -6.301915 -0.433133  0.103
H 2.281602 -2.556115 -0.784523  0.050
H -3.990498 4.113685 0.571567  0.094
C -3.639458 1.590605 -6.136803  0.059
H 3.529012 -1.532365 -0.058563  0.074
H 3.668412 3.538845 1.100297  0.093
C -5.995548 1.079335 0.672787  -0.147
C -0.899448 -6.446665 -2.143453  -0.099
H -4.079808 -0.901015 -4.573963  0.113
H -7.364068 0.238705 2.245457  0.097
N -0.963558 4.568095 0.474707  -0.217
C 2.878922 1.580445 1.097537  -0.092
H 1.745692 -1.914935 4.452697  0.130
H -1.989538 6.368945 1.165617  0.132
N -2.512948 1.331375 -5.043813  -0.197
F 2.829252 -1.166395 -4.831443  -0.233
H -4.953038 6.343025 1.432427  0.093
H 3.049572 -0.817925 4.004777  0.119
H -2.524438 3.221755 -4.054483  0.133
O -2.089168 -1.156975 -0.333293  -0.297
C 5.400682 2.109255 0.930157  -0.082

Atoms 1-2, force components in eV/Å:
H 0.13 0.36 -0.31
H 0.06 -1.46 -0.63

Properties
Multiplicity ... 1
Charge ... +4



Number 1: F_max 3.7 eV Å⁻¹, HOMO-LUMO gap 9.73 eV. Number 2: F_max 9.0 eV Å⁻¹, HOMO-LUMO gap 7.19 eV.